1.
Computed, not measured: 2 unconnected molecules or ions with the total composition C3H8FN, with the ωB97M-V functional and the def2-TZVPD basis.

## Properties
- DFT total energy: -273.5470 a.u.
- 2S+1: 1

The geometry in XYZ format:
```
13
C3H8FN (the ωB97M-V functional and the def2-TZVPD basis)
C 0.70 0.26 0.11
C -0.61 -0.66 0.06
C -1.75 0.19 -0.01
H 2.87 -0.78 0.66
H 2.97 0.22 -0.99
H 0.60 1.02 0.86
H 0.61 1.00 -0.55
H -0.59 -1.37 0.80
H -0.34 -1.12 -0.98
H -1.45 1.10 -0.73
H -1.93 0.78 1.01
N 2.04 -0.35 -0.11
F -3.11 -0.30 -0.13
```

***

2.
Computed, not measured: a single C3H8FN molecule, with the ωB97M-V functional and the def2-TZVPD basis.

## Properties
- DFT total energy: -273.6296 a.u.
- 2S+1: 1

The geometry in XYZ format:
```
13
C3H8FN (the ωB97M-V functional and the def2-TZVPD basis)
C 2.28 -0.19 0.01
N 0.83 -0.25 -0.32
C 0.02 0.70 0.40
C -1.37 0.50 -0.39
F -1.91 -0.73 0.24
H 2.72 -1.14 -0.39
H 2.76 0.72 -0.45
H 2.24 -0.24 1.12
H 0.52 -1.13 -0.13
H 0.12 0.60 1.57
H 0.42 1.86 0.21
H -0.89 0.19 -1.60
H -2.13 1.36 -0.36
```

***

3.
Computed, not measured: a gas-phase ion, C3H8FN2 (charge +1), with the ωB97M-V functional and the def2-TZVPD basis.

## Properties
- DFT total energy: -328.0769 a.u.
- 2S+1: 1
- Net charge: +1

The geometry in XYZ format:
```
14
C3H8FN2 (the ωB97M-V functional and the def2-TZVPD basis)
F -0.31 2.45 0.64
N 0.05 1.12 0.98
C 1.13 0.68 0.02
C 0.78 -0.71 -0.33
N -0.77 -0.80 -0.54
C -1.21 -0.04 0.49
H 2.05 0.87 0.53
H 1.13 1.40 -0.87
H 1.31 -1.06 -1.24
H 1.01 -1.31 0.48
H -0.91 -0.50 -1.49
H -0.91 -1.79 -0.57
H -1.13 -0.58 1.42
H -2.22 0.27 0.46
```

***

4.
Computed, not measured: a single C3H8FN2O5PS molecule, with the ωB97M-V functional and the def2-TZVPD basis.

## Properties
- DFT total energy: -1444.2406 a.u.
- 2S+1: 1

The geometry in XYZ format:
```
21
C3H8FN2O5PS (the ωB97M-V functional and the def2-TZVPD basis)
C 0.01 -0.77 2.25
C 0.11 -1.45 0.91
O 0.72 -2.49 0.77
N -0.65 -0.82 -0.14
C -1.16 -1.76 -1.15
N -0.07 0.33 -0.71
P 1.72 0.49 -0.60
O 1.96 1.93 0.09
O 2.10 0.82 -2.13
S -1.01 1.67 -0.35
O -0.66 2.25 0.90
O -2.37 1.37 -0.56
F -0.53 2.56 -1.51
H 0.07 0.31 2.18
H -0.97 -1.02 2.64
H 0.74 -1.19 2.92
H -2.21 -1.95 -0.95
H -1.09 -1.30 -2.13
H -0.60 -2.68 -1.19
H 1.73 1.91 1.02
H 2.17 1.78 -2.26
```

***

5.
Computed, not measured: 3 unconnected molecules or ions with the total composition C3H8FN3O, with the ωB97M-V functional and the def2-TZVPD basis.

## Properties
- DFT total energy: -458.3368 a.u.
- 2S+1: 1

The geometry in XYZ format:
```
16
C3H8FN3O (the ωB97M-V functional and the def2-TZVPD basis)
N -3.45 -1.55 0.21
C -2.23 -1.14 -0.06
C -1.37 -1.08 0.98
C 0.00 -0.60 0.79
N 1.15 -0.62 0.55
O 2.32 -0.23 0.55
H -4.03 -1.43 1.04
H -4.01 -1.98 -0.50
H -2.00 -1.01 -1.03
H -1.72 -1.03 1.97
F 5.14 -0.17 0.60
H 4.39 -0.01 0.13
N 1.21 2.78 -1.41
H 1.04 2.14 -0.77
H 1.71 2.46 -2.17
H 1.86 3.47 -0.88
```

***

6.
Computed, not measured: a single C3H8FNO molecule, with the ωB97M-V functional and the def2-TZVPD basis.

## Properties
- DFT total energy: -348.8229 a.u.
- 2S+1: 1

The geometry in XYZ format:
```
14
C3H8FNO (the ωB97M-V functional and the def2-TZVPD basis)
C -1.83 -0.65 1.15
O -0.65 -1.41 0.69
C 0.45 -0.75 0.20
N 0.32 0.18 -0.93
C 1.16 1.35 -0.83
F 0.79 -0.27 -2.28
H -2.57 -1.35 1.25
H -2.33 0.06 0.54
H -1.46 -0.10 2.05
H 1.00 -1.63 -0.12
H 1.09 -0.22 0.90
H 2.16 0.97 -1.05
H 0.85 2.06 -1.69
H 1.00 1.76 0.12
```

***

7.
Computed, not measured: a molecular structure, C3H8FNO, with the ωB97M-V functional and the def2-TZVPD basis.

## Properties
- DFT total energy: -348.7272 a.u.
- 2S+1: 1

The geometry in XYZ format:
```
14
C3H8FNO (the ωB97M-V functional and the def2-TZVPD basis)
C -1.09 0.31 0.30
C 0.31 0.17 -0.22
C 0.59 -0.96 -1.24
H -1.47 1.08 2.46
H 0.16 0.70 1.90
H -1.78 -0.85 0.54
H -1.76 0.88 -0.51
H 0.38 1.13 -0.68
H 0.30 -1.88 -0.49
H -0.23 -0.84 -1.87
H 2.27 0.03 -0.71
N -0.72 1.13 1.47
O 1.83 -1.02 -1.63
F 1.21 0.12 0.68
```

***

8.
Computed, not measured: a single C3H8FNO molecule, with the ωB97M-V functional and the def2-TZVPD basis.

## Properties
- DFT total energy: -348.9480 a.u.
- 2S+1: 1

The geometry in XYZ format:
```
14
C3H8FNO (the ωB97M-V functional and the def2-TZVPD basis)
N -0.62 -1.09 -0.80
C -0.02 -0.40 0.27
C 1.02 0.63 -0.12
O 2.02 0.09 -0.94
C -1.11 0.23 1.12
F -1.80 1.19 0.39
H 0.04 -1.69 -1.31
H -1.16 -0.53 -1.38
H 0.51 -1.15 0.89
H 1.50 0.98 0.81
H 0.52 1.50 -0.55
H 1.67 0.08 -1.82
H -0.72 0.72 2.04
H -1.85 -0.57 1.41
```

***

9.
Computed, not measured: a single C3H8IN molecule, with the ωB97M-V functional and the def2-TZVPD basis.

## Properties
- DFT total energy: -471.4754 a.u.
- 2S+1: 1

The geometry in XYZ format:
```
13
C3H8IN (the ωB97M-V functional and the def2-TZVPD basis)
C -0.43 -1.87 -0.19
C -0.55 -0.42 0.30
N 0.47 0.53 -0.48
C 0.28 1.96 -0.02
I 2.41 -0.14 -0.03
H -1.01 -2.63 0.36
H -0.68 -2.03 -1.27
H 0.60 -2.20 -0.13
H -1.55 0.07 -0.12
H -0.42 -0.27 1.44
H 1.27 2.57 -0.26
H -0.48 2.58 -0.67
H 0.08 1.86 1.07
```

***

10.
Computed, not measured: 2 unconnected molecules or ions with the total composition C3H8IN3, with the ωB97M-V functional and the def2-TZVPD basis.

## Properties
- DFT total energy: -580.9263 a.u.
- 2S+1: 1

The geometry in XYZ format:
```
15
C3H8IN3 (the ωB97M-V functional and the def2-TZVPD basis)
C 1.86 -0.55 -0.96
C -1.36 0.47 0.98
C 0.49 -0.78 -0.24
N 0.24 1.46 -0.34
N -0.29 0.45 0.16
N 0.01 -1.92 -0.15
I -4.24 -0.70 -0.70
H 1.75 -0.67 -2.01
H 2.62 -1.41 -0.64
H 2.36 0.43 -0.78
H -2.37 -0.01 0.51
H -1.62 1.57 1.39
H -1.45 -0.17 1.86
H -0.16 2.34 0.02
H -1.00 -2.05 -0.02
```

***

11.
Computed, not measured: a gas-phase ion, C3H8IN3O3P (charge +1), with the ωB97M-V functional and the def2-TZVPD basis.

## Properties
- DFT total energy: -1147.9563 a.u.
- 2S+1: 1
- Net charge: +1

The geometry in XYZ format:
```
19
C3H8IN3O3P (the ωB97M-V functional and the def2-TZVPD basis)
O -0.75 1.32 2.20
P -1.03 1.95 0.87
O -2.66 2.22 0.60
O -0.38 3.50 0.90
N -0.25 1.15 -0.49
C -0.19 -0.17 -0.58
N 0.39 -0.95 -1.67
C 1.42 -1.74 -0.90
I 2.44 -3.30 -1.97
C 0.49 -2.13 0.35
N -0.67 -1.15 0.32
H -3.08 1.40 0.26
H 0.53 3.34 1.24
H 0.13 1.71 -1.26
H 0.87 -0.25 -2.25
H 2.14 -0.96 -0.54
H 1.08 -1.82 1.26
H 0.26 -3.22 0.36
H -0.72 -0.91 1.31
```

***

12.
Computed, not measured: 2 unconnected molecules or ions with the total composition C3H8INOS, with the ωB97M-V functional and the def2-TZVPD basis.

## Properties
- DFT total energy: -944.9230 a.u.
- 2S+1: 1

The geometry in XYZ format:
```
15
C3H8INOS (the ωB97M-V functional and the def2-TZVPD basis)
C -0.83 -1.37 -1.12
C -0.68 -0.42 0.06
C -1.34 0.88 -0.03
N 0.09 -0.68 1.03
H -1.58 -1.05 -1.91
H 0.18 -1.45 -1.54
H -1.19 -2.48 -0.93
H -1.43 1.36 0.94
H -0.65 1.58 -0.63
H -2.22 0.85 -0.60
H 0.34 -1.68 0.92
O 1.23 1.67 0.94
S 2.86 2.01 0.90
I 4.13 0.02 0.36
H 1.10 0.78 1.61
```

***

13.
Computed, not measured: a single C3H8INOS molecule, with the ωB97M-V functional and the def2-TZVPD basis.

## Properties
- DFT total energy: -944.9174 a.u.
- 2S+1: 1

The geometry in XYZ format:
```
15
C3H8INOS (the ωB97M-V functional and the def2-TZVPD basis)
C 1.41 -0.11 0.38
C -0.84 0.75 1.21
C 0.21 0.69 0.11
N -1.15 -1.34 -0.78
O 0.72 -0.27 -2.26
S -0.53 0.10 -1.45
I 0.69 2.71 -0.68
H 1.56 -0.66 -0.52
H 2.38 0.43 0.74
H 1.30 -0.85 1.27
H -0.68 1.54 1.88
H -1.80 0.97 0.88
H -0.74 -0.33 1.72
H -1.98 -1.57 -1.43
H -0.54 -2.07 -1.05
```

***

14.
Computed, not measured: 2 unconnected molecules or ions with the total composition C3H8IP, with the ωB97M-V functional and the def2-TZVPD basis.

## Properties
- DFT total energy: -758.0294 a.u.
- 2S+1: 1

The geometry in XYZ format:
```
13
C3H8IP (the ωB97M-V functional and the def2-TZVPD basis)
C 0.99 0.11 1.24
C 1.08 0.89 -0.17
C 0.52 0.27 -1.33
P -2.38 -1.86 -0.29
I -3.40 0.23 0.28
H 1.28 0.78 2.06
H -0.02 -0.20 1.41
H 1.73 -0.68 1.25
H 0.58 1.89 -0.11
H 2.14 1.21 -0.33
H 0.49 0.84 -2.19
H 0.46 -0.78 -1.53
H -3.48 -2.70 -0.29
```

***

15.
Computed, not measured: a molecular structure, C3H8KN6O2SbSe4, with the ωB97M-V functional and the def2-TZVPD basis.

## Properties
- DFT total energy: -11043.9609 a.u.
- 2S+1: 1

The geometry in XYZ format:
```
25
C3H8KN6O2SbSe4 (the ωB97M-V functional and the def2-TZVPD basis)
K -1.28 -0.54 -0.33
N 2.21 -1.33 -0.84
N 2.83 -1.42 0.43
C 2.09 -1.22 1.54
N 2.67 -1.52 2.71
N 0.89 -0.69 1.31
N 0.12 -0.29 2.33
O 0.42 -0.43 3.52
O -0.93 0.22 1.96
H 2.88 -1.66 -1.53
H 2.01 -0.35 -1.03
H 3.60 -2.06 0.48
H 3.61 -1.86 2.74
H 2.17 -1.31 3.56
Se -4.58 -1.76 0.27
Sb -4.35 -0.70 -1.88
Se -3.14 1.30 -2.34
Se -6.51 -0.71 -3.18
Se -2.92 -2.64 -2.64
C -0.59 3.55 -1.19
C 0.27 2.39 -1.17
N 0.97 1.48 -1.16
H -0.40 4.13 -2.09
H -0.39 4.17 -0.31
H -1.64 3.24 -1.17
```

***

16.
Computed, not measured: a gas-phase ion, C3H8N (charge +1), with the ωB97M-V functional and the def2-TZVPD basis.

## Properties
- DFT total energy: -173.3242 a.u.
- 2S+1: 3
- Net charge: +1

The geometry in XYZ format:
```
12
C3H8N (the ωB97M-V functional and the def2-TZVPD basis)
C 0.71 0.13 -1.84
C -0.25 0.31 -0.67
C -0.55 -0.24 1.82
N 0.01 -0.42 0.38
H 1.64 0.20 -1.47
H 0.50 -0.57 -2.65
H 0.53 1.39 -1.72
H -1.34 0.60 -0.90
H -0.75 0.79 2.14
H -1.47 -0.83 1.97
H -0.03 -0.76 2.57
H 1.01 -0.60 0.37
```

***

17.
Computed, not measured: 2 unconnected molecules or ions with the total composition C3H8N2, with the ωB97M-V functional and the def2-TZVPD basis.

## Properties
- DFT total energy: -228.4776 a.u.
- 2S+1: 1

The geometry in XYZ format:
```
13
C3H8N2 (the ωB97M-V functional and the def2-TZVPD basis)
C -2.31 -2.69 1.78
N -1.70 -1.90 0.99
C -2.54 -1.07 0.08
H -2.14 -3.77 1.71
H -3.00 -2.24 2.51
H -3.58 -1.26 0.29
H -2.45 -0.02 0.42
H -2.13 -1.10 -0.92
C 3.97 3.14 -1.52
N 4.26 2.33 -0.60
H 4.45 4.12 -1.50
H 3.37 3.03 -2.43
H 3.80 1.44 -0.82
```